[1]
Density functional theory data (the ωB97M-V functional and the def2-TZVPD basis) for C17H40CuN4O6 as an isolated structure in a non-equilibrium geometry.

XYZ file:
```
68
Properties=species:S:1:pos:R:3:forces:R:3
Cu -7.36936 26.07433 18.57425 -0.81 -0.60 -0.24
C -5.06214 23.50633 16.14878 0.80 -0.86 -0.44
C -6.18979 23.47873 17.17659 -1.44 0.11 -0.51
C -6.33959 22.07260 17.76290 0.23 -0.03 -0.48
O -6.12618 24.46908 18.12582 0.26 0.81 0.64
H -5.04900 22.56109 15.58879 -0.18 0.05 0.06
H -4.05421 23.54340 16.58525 -0.18 0.15 0.19
H -5.13047 24.27255 15.38003 -0.15 0.29 0.31
H -7.11343 23.62056 16.57286 0.06 -0.03 0.03
H -5.42621 21.75673 18.27468 -0.09 0.02 0.17
H -6.50667 21.39550 16.91750 0.03 -0.16 0.16
H -7.20823 22.00173 18.41386 0.10 0.14 0.19
C -11.38205 25.19465 17.49326 -0.82 -0.90 0.58
C -10.53288 25.98021 18.47718 1.46 1.50 -1.54
C -11.31212 26.38519 19.72779 -0.21 -0.42 0.11
O -9.28903 25.38180 18.63491 0.72 -0.78 1.32
H -10.93134 24.99820 16.52245 0.21 0.49 0.00
H -12.36935 25.66104 17.39873 0.11 0.07 -0.35
H -11.58711 24.18608 17.88232 0.10 0.11 0.20
H -10.30730 26.96170 17.99481 -0.45 -0.08 -0.10
H -11.48489 25.54464 20.40920 -0.02 -0.02 -0.08
H -12.29666 26.75731 19.43132 0.04 0.06 0.01
H -10.79294 27.17419 20.27140 0.04 -0.06 0.03
C -9.30976 26.61688 14.60997 0.22 0.92 -0.20
C -7.90593 26.65450 15.17719 -0.35 -0.10 -0.09
O -7.70087 26.51653 16.36701 0.36 0.11 -0.27
N -6.92776 26.85153 14.25946 0.37 0.09 -0.18
C -5.50401 26.73780 14.50555 -0.02 0.31 -0.18
H -9.60251 25.59615 14.38173 -0.13 -0.03 0.18
H -9.37697 27.22853 13.70560 0.08 -0.25 -0.15
H -9.96684 27.10754 15.32475 -0.14 -0.47 0.19
H -7.17467 26.95248 13.29148 -0.34 -0.05 0.06
H -5.31467 26.64558 15.56885 -0.10 -0.26 0.02
H -4.97712 27.62404 14.14030 -0.10 0.05 0.03
H -5.11806 25.88323 13.95071 0.17 -0.09 0.24
C -9.58672 29.79815 19.78850 0.19 0.85 0.07
C -8.40678 29.28735 19.00608 0.80 -0.05 0.21
O -8.27934 28.09831 18.78732 -0.54 -0.52 -0.03
N -7.38372 30.12786 18.70341 -0.56 0.49 -0.27
C -7.47939 31.58413 18.61907 0.48 -0.67 -0.09
H -9.43945 29.39242 20.79077 -0.39 -0.24 -0.06
H -10.53721 29.51870 19.34437 0.06 -0.45 0.10
H -9.61199 30.88242 19.90947 0.16 0.00 -0.14
H -6.60480 29.66624 18.25597 -0.05 -0.16 0.02
H -7.60595 31.98854 19.62018 -0.02 0.36 -0.11
H -8.25546 31.92762 17.93462 -0.19 -0.05 0.17
H -6.53399 31.91014 18.18907 0.02 0.26 0.24
C -7.24693 26.17486 23.15045 -0.40 0.29 0.57
C -7.87129 26.00637 21.79298 0.43 -0.72 -0.71
O -7.20070 26.16932 20.76920 0.65 0.51 0.22
N -9.13713 25.59038 21.65996 0.49 -0.02 -0.12
C -10.04239 25.19661 22.71059 0.04 0.22 -0.18
H -7.09786 25.22010 23.65876 -0.25 -0.08 -0.12
H -7.91633 26.78723 23.76235 0.17 -0.08 0.17
H -6.27216 26.64916 23.12158 -0.04 0.13 -0.44
H -9.32048 25.40867 20.66032 -0.29 -0.10 0.08
H -10.37581 24.16896 22.56880 -0.01 -0.03 0.03
H -10.91353 25.85475 22.71739 -0.07 -0.08 0.11
H -9.53229 25.27642 23.66629 -0.11 -0.08 0.08
O -5.61375 27.39146 18.37340 -1.08 0.92 0.29
C -4.48494 27.23747 17.92047 0.45 -1.83 -0.14
N -4.01376 25.99457 17.75334 1.09 1.12 -0.23
C -3.62304 28.40572 17.55140 0.19 1.35 0.76
H -4.63178 25.18854 17.96243 -0.77 -0.13 0.14
H -3.08830 25.88910 17.37840 0.04 -0.15 -0.01
H -2.54249 28.27116 17.58665 -0.08 -0.54 -0.33
H -3.79003 29.17855 18.31102 -0.17 -0.14 0.05
H -3.91510 28.90703 16.62813 -0.05 -0.45 -0.23
```
Forces are in eV/Å.

⟨S²⟩: 0.75
Energy relative to the best compared isomer or geometry (same formula, charge and spin), kcal per mole: 0.0
E, eV: -81163.5412
Multiplicity: 2
Kohn-Sham gap (alpha / beta), Eh: 0.2905 / 0.2852
HOMO energy (alpha / beta), eV: -7.46 / -7.32


[2]
Density functional theory data (the ωB97M-V functional and the def2-TZVPD basis) for C17H40FeNOP3 as an isolated structure in a non-equilibrium geometry.

XYZ file:
```
63
Properties=species:S:1:pos:R:3:forces:R:3
Fe -0.10133 -0.82924 0.91908 0.71 -0.06 2.16
P 0.11922 -2.76911 -0.03722 0.18 -1.31 -0.77
P 2.13525 -0.27673 1.37684 1.36 0.49 -0.20
P -2.11684 -0.17371 0.25024 -2.12 0.51 -1.11
H 0.98398 3.92257 0.52964 -0.08 0.34 0.32
C 0.06469 4.17913 1.06036 0.09 -0.02 -0.53
C -0.10876 3.96797 2.37542 -0.29 -0.16 0.21
H 0.67975 3.58195 3.02768 -0.24 0.11 -0.29
C 1.03660 -2.35506 -1.56859 0.08 0.34 0.06
C 1.10087 -4.09195 0.73747 -0.12 0.19 0.25
C -1.34894 -3.60243 -0.72152 -0.21 0.06 0.33
C 2.30306 1.45285 1.97138 -0.22 0.11 -0.05
C 2.92806 -1.23898 2.72466 -0.25 -0.15 -0.13
C 3.36839 -0.25189 0.02328 0.02 -0.05 0.15
C -2.43334 1.58263 0.64471 0.05 0.15 -0.08
C -3.46318 -1.07002 1.12930 0.29 -0.04 0.04
C -2.66611 -0.25821 -1.49045 0.03 0.05 -0.11
H -0.70124 4.69152 0.47072 0.14 -0.24 0.22
H -1.07168 4.19457 2.84337 0.42 0.15 -0.06
H 0.35821 -1.85206 -2.26866 0.13 -0.16 0.09
H 1.40833 -3.28604 -2.01489 -0.10 0.17 0.03
H 1.88205 -1.69003 -1.35397 -0.20 -0.34 -0.12
H 1.09288 -4.97424 0.08403 0.09 0.23 0.15
H 0.63823 -4.34804 1.70174 0.20 -0.04 -0.28
H 2.13587 -3.76593 0.91265 -0.27 -0.12 -0.07
H -1.08791 -4.63438 -0.99234 -0.06 0.27 0.06
H -1.70412 -3.08065 -1.61885 0.13 -0.14 0.27
H -2.15078 -3.62249 0.02618 0.14 -0.16 -0.24
H 3.30177 1.82191 1.70202 -0.24 -0.07 0.25
H 2.18400 1.49437 3.06274 0.04 0.07 -0.29
H 1.55632 2.09825 1.49072 0.30 -0.23 0.22
H 4.00658 -1.31938 2.53504 -0.25 0.05 0.14
H 2.49411 -2.24549 2.77988 0.22 0.21 0.08
H 2.76204 -0.71824 3.67743 0.12 -0.24 -0.20
H 4.23644 0.33252 0.35938 -0.15 -0.28 -0.19
H 2.91660 0.24965 -0.84364 0.31 -0.18 0.18
H 3.68823 -1.26915 -0.23428 -0.02 0.29 -0.07
H -3.24967 1.95920 0.01685 0.05 -0.05 0.27
H -1.53502 2.17835 0.44558 -0.28 -0.12 0.14
H -2.70965 1.70203 1.69984 0.06 0.04 -0.23
H -4.37511 -1.04154 0.51923 0.18 0.04 0.22
H -3.65762 -0.58772 2.09618 -0.03 -0.20 -0.22
H -3.17572 -2.11626 1.29807 -0.19 0.29 0.01
H -3.58425 0.33618 -1.59861 0.20 -0.25 -0.06
H -2.86794 -1.29337 -1.79071 0.03 0.29 0.05
H -1.89284 0.16356 -2.14421 -0.21 -0.16 0.04
C 0.42042 1.68476 -1.99031 -0.05 0.06 0.13
C 1.07470 0.92675 -3.02898 0.15 -0.81 -0.61
C 0.55093 0.89557 -4.30857 0.97 -0.33 0.83
C -0.55147 1.68591 -4.65065 -0.38 0.03 -0.53
C -1.11904 2.54549 -3.69895 0.08 0.53 1.13
C -0.62067 2.59187 -2.41028 -0.92 0.47 -0.24
O 0.68697 1.50809 -0.75166 -0.09 0.57 -1.28
H -0.54489 -2.16141 1.64382 0.12 -0.21 -0.40
H 1.94368 0.33469 -2.74813 -0.23 0.10 -0.18
H 1.01459 0.25027 -5.05812 -0.05 0.26 0.22
H -0.95428 1.64762 -5.66574 0.12 0.03 0.32
H -1.96157 3.19004 -3.96274 0.34 -0.15 0.05
H -1.02893 3.25800 -1.64932 0.02 -0.18 -0.26
N -0.52297 0.01673 2.84909 -0.15 -0.05 0.22
H -0.48427 1.03921 2.86606 0.04 -0.21 -0.03
H 0.16131 -0.31716 3.53486 -0.31 0.12 -0.06
H -1.44398 -0.24329 3.21591 0.32 0.06 0.00
```
Forces are in eV/Å.

⟨S²⟩: 8.86
E, eV: -84038.9258
Multiplicity: 6
Kohn-Sham gap (alpha / beta), Eh: 0.3106 / 0.1534
Total charge: +3
HOMO energy (alpha / beta), eV: -17.58 / -18.19


[3]
Density functional theory data (the ωB97M-V functional and the def2-TZVPD basis) for C17H40NOP3Sn as an isolated structure in a non-equilibrium geometry.

XYZ file:
```
63
Properties=species:S:1:pos:R:3:forces:R:3
Sn -1.12332 1.72063 0.61042 2.76 -4.23 0.16
P -2.24124 -0.72074 0.70860 -1.85 -0.81 0.19
P 1.01893 -0.09522 2.56429 1.04 -0.16 1.73
P 1.44605 -2.07153 -0.60484 3.64 -1.55 -2.12
H -1.19565 4.47967 0.52982 0.16 -0.54 -0.08
C -1.34213 3.74605 -0.27992 -3.55 1.09 -1.30
C -2.64258 3.07579 -0.34678 1.48 2.90 -1.42
H -3.40604 3.41995 0.35580 0.20 -0.54 0.25
C -3.87312 -0.34442 1.39245 0.06 0.44 0.12
C -1.74549 -2.16195 1.72107 1.02 0.56 0.37
C -2.65130 -1.52450 -0.86035 0.59 0.60 -0.72
C 2.63566 0.76970 2.68584 -0.21 0.33 -0.72
C 0.43061 0.38156 4.25090 -0.54 0.00 -0.29
C 1.65020 -1.74594 3.07629 -0.59 -0.39 -0.43
C 1.26288 -2.39655 -2.42544 -1.50 0.33 -0.05
C 2.23265 -3.67795 -0.11421 -0.85 -0.14 1.17
C 2.93036 -0.98338 -0.61801 -0.61 0.82 1.03
H -0.74716 3.91733 -1.19538 0.02 -0.77 0.54
H -3.00285 2.65773 -1.31371 0.54 -0.07 0.75
H -4.21546 0.62065 1.00308 -0.25 -0.23 0.16
H -3.80740 -0.31962 2.48653 -0.21 0.08 -0.15
H -4.56293 -1.13861 1.07888 0.07 0.22 0.21
H -1.56818 -1.83611 2.75662 0.05 -0.31 -0.28
H -0.83964 -2.61974 1.29301 -0.30 0.12 0.35
H -2.56476 -2.90304 1.71209 0.06 0.48 -0.22
H -2.79932 -0.75566 -1.62694 -0.04 -0.37 -0.04
H -3.57151 -2.11057 -0.71753 0.28 0.18 0.11
H -1.83032 -2.19186 -1.15518 -0.25 0.22 -0.06
H 3.31632 0.25047 3.37904 -0.30 0.26 -0.27
H 2.42659 1.78121 3.05298 0.38 -0.07 -0.19
H 3.06991 0.81093 1.68027 0.28 0.26 0.37
H 1.12180 -0.00270 5.01700 -0.26 0.21 -0.22
H -0.56078 -0.07023 4.40437 0.17 0.21 0.34
H 0.38322 1.47803 4.32962 -0.05 -0.31 0.18
H 2.34047 -1.59994 3.91807 -0.22 -0.17 -0.27
H 2.16782 -2.23786 2.24318 -0.05 -0.03 0.36
H 0.79704 -2.35931 3.39500 0.38 -0.12 -0.03
H 1.34484 -3.47987 -2.60719 -0.19 0.43 0.17
H 2.02917 -1.86093 -3.00390 -0.17 -0.01 0.42
H 0.27067 -2.04613 -2.75237 0.35 -0.21 -0.25
H 2.63860 -4.17860 -1.00414 -0.20 0.38 0.03
H 1.47641 -4.33682 0.33706 0.33 -0.07 -0.11
H 3.03407 -3.51574 0.61611 -0.26 0.05 -0.11
H 3.61070 -1.33666 -1.39872 -0.22 -0.21 -0.01
H 3.44966 -1.00174 0.34954 -0.18 -0.05 -0.25
H 2.63724 0.04741 -0.83263 0.20 0.02 -0.13
C -0.15959 1.26156 -3.00414 -0.13 -0.32 0.60
C 0.97452 2.14750 -2.99880 0.43 -0.18 -0.36
C 1.74643 2.22904 -4.14335 0.10 0.78 1.18
C 1.38640 1.52831 -5.30899 0.21 -0.07 -0.36
C 0.23220 0.73426 -5.32766 -1.01 -0.42 -0.10
C -0.57699 0.65633 -4.22409 0.38 -0.29 -0.45
O -0.76492 0.85596 -1.94244 -0.05 0.71 0.40
H 0.46525 1.06594 -0.28761 -1.59 1.51 1.16
H 1.24978 2.65277 -2.06509 0.04 -0.15 -0.44
H 2.65025 2.84917 -4.13158 -0.39 -0.25 -0.12
H 2.00886 1.60726 -6.20038 -0.14 -0.02 0.21
H -0.06238 0.16736 -6.20457 0.21 0.22 -0.12
H -1.48133 0.05602 -4.15423 0.18 0.05 -0.36
N -1.75148 2.57963 2.74187 0.85 -0.61 -1.53
H -1.75597 1.77757 3.36487 -0.17 0.15 0.43
H -2.61591 3.11467 2.79721 -0.12 -0.11 0.15
H -0.97582 3.18347 2.99833 0.00 0.17 0.45
```
Forces are in eV/Å.

Energy relative to the best compared isomer or geometry (same formula, charge and spin), kcal per mole: 34.8
E, eV: -55465.7142
Multiplicity: 1
Kohn-Sham gap (alpha / beta), Eh: 0.1720 / 0.1948
Total charge: +4
HOMO energy (alpha / beta), eV: -19.94 / -20.36